1.
The following is a quantum chemistry calculation of a molecular structure, C32H46As2N5NdO3P at a distorted geometry, from OMol25.

Geometry as XYZ:
```
90
Properties=species:S:1:pos:R:3:lowdin_spin:R:1
Nd 0.11449 -0.25860 0.17284 3.030
C 3.35897 -1.30107 -0.92322 0.000
N 2.70685 -0.84529 0.23912 -0.003
C 3.35513 -1.48660 1.38120 0.000
C 2.45593 -1.22176 2.51470 0.000
N 1.27550 -0.63301 2.33262 -0.005
C 0.81259 -0.31255 3.59739 0.000
C -0.25533 0.44416 3.96589 0.000
C -0.44665 0.65831 5.29017 0.000
C 0.50947 0.23977 6.26015 0.000
C 1.64552 -0.42133 5.91678 0.000
C 1.76959 -0.72971 4.54111 0.000
N 2.77958 -1.32460 3.84127 0.000
C 2.57498 -0.79656 -2.08736 0.000
N 1.30390 -0.39051 -1.97540 -0.006
C 0.90502 -0.05647 -3.31513 0.000
C -0.29313 0.36232 -3.94611 0.000
C -0.24699 0.46807 -5.37011 0.000
C 0.90248 0.46005 -6.07085 0.000
C 2.09165 0.14110 -5.55614 0.000
C 2.08830 -0.19190 -4.17384 0.000
N 3.01996 -0.79011 -3.36208 0.000
H 4.44268 -1.20321 -0.95644 0.000
H 3.21498 -2.35680 -1.01720 0.000
H 2.81358 0.18884 0.39464 0.000
H 3.51989 -2.56346 1.16218 0.000
H 4.34701 -1.08305 1.51611 0.000
H -1.02759 0.81086 3.23076 0.000
H -1.32715 1.24352 5.51241 0.000
H 0.18596 0.26124 7.37136 0.000
H 2.23549 -0.89967 6.71994 0.000
H 3.65084 -1.58933 4.21706 0.000
H -1.12467 0.37597 -3.30446 0.000
H -1.14795 0.92500 -5.78418 0.000
H 0.75402 0.67013 -7.12365 0.000
H 3.06849 -0.03615 -5.97475 0.000
H 3.99006 -1.00986 -3.67619 0.000
C -2.52165 3.32177 -2.01228 -0.001
As -2.07055 1.91265 -0.66640 -0.004
C -3.89391 1.33627 -0.38470 0.000
C -1.81611 3.08353 0.85017 0.000
C -2.89053 3.70085 1.45784 0.000
C -2.78061 4.57056 2.49035 0.000
C -1.49379 5.03842 2.80935 0.000
C -0.37495 4.60257 2.13223 0.000
C -0.53198 3.57594 1.14815 -0.001
As 0.97988 2.67643 0.36045 -0.004
C 2.40705 3.48305 1.31063 -0.001
C 1.22075 3.68924 -1.34373 0.000
H -3.51433 3.62641 -1.74392 0.000
H -2.54118 2.90764 -3.00755 0.000
H -1.84432 4.15113 -2.04480 0.000
H -4.09061 1.32334 0.65984 0.000
H -4.09160 0.38369 -0.87584 0.000
H -4.46072 2.09689 -0.84583 0.000
H -3.89148 3.27284 1.36717 0.000
H -3.68281 5.06159 2.92521 0.000
H -1.38219 5.72334 3.55208 0.000
H 0.55907 4.92533 2.57855 0.000
H 2.54278 4.54795 1.17615 0.000
H 3.33209 3.00603 1.01732 0.000
H 2.17401 3.40239 2.38859 0.000
H 0.34846 3.53134 -1.89548 0.000
H 2.05778 3.31292 -1.90524 0.000
H 1.41498 4.77061 -1.06068 0.000
C -1.71505 -3.08497 -3.72301 0.000
C -2.41401 -2.21810 -2.64787 0.000
O -1.48363 -1.94769 -1.52724 0.000
P -1.56427 -3.08178 -0.29267 0.000
O 0.00298 -3.41547 -0.19818 0.000
C 0.40490 -4.78867 -0.60522 0.000
C 1.44884 -4.90524 -1.73360 0.000
O -1.51671 -1.79737 0.83174 -0.005
C -2.45400 -1.86510 1.96555 0.000
C -2.26325 -3.13019 2.74825 0.000
H -2.42310 -3.26615 -4.53604 0.000
H -1.49841 -4.07883 -3.35344 0.000
H -0.83420 -2.60194 -4.09750 0.000
H -3.26161 -2.76833 -2.25937 0.000
H -2.57319 -1.20999 -3.10342 0.000
H -0.46627 -5.38237 -0.74424 0.000
H 0.78365 -5.18305 0.35208 0.000
H 1.04681 -4.56317 -2.62822 0.000
H 1.72993 -5.92874 -1.86099 0.000
H 2.41542 -4.35071 -1.52749 0.000
H -3.47440 -1.73987 1.48469 0.000
H -2.20616 -0.96234 2.48937 0.000
H -2.51028 -4.02409 2.20880 0.000
H -3.06306 -3.16281 3.51988 0.000
H -1.29787 -3.32549 3.23996 0.000
```

Computed properties:
Total charge: +3
HOMO energy (alpha / beta) in eV: -16.10 / -16.10
Spin multiplicity: 4
HOMO-LUMO gap (alpha / beta) in eV: 8.2464 / 8.4356

2.
The following is a quantum chemistry calculation of a molecular structure, C32H46BN12O3PS3SbSe4TeW at a distorted geometry, from OMol25.

Geometry as XYZ:
```
105
Properties=species:S:1:pos:R:3:lowdin_spin:R:1
W -0.15891 -0.17247 -0.25145 0.313
C 0.11003 2.55873 2.09315 0.002
C 1.22056 1.56213 2.11926 0.002
C 2.34631 1.76134 2.89006 0.001
C 3.18294 0.72092 2.59524 0.003
N 2.60592 -0.06941 1.68934 0.000
N 1.34957 0.40984 1.39910 0.002
B 3.36872 -1.28876 1.09998 0.000
N 2.88470 -2.56660 1.89059 0.000
C 3.48816 -3.22177 2.89572 -0.002
C 2.87670 -4.45274 3.05649 0.000
C 1.86813 -4.49809 2.09353 -0.002
C 0.96436 -5.61747 1.67825 0.000
N 1.88463 -3.33394 1.42946 -0.002
N 3.15056 -1.39452 -0.43961 -0.001
C 4.08778 -1.85378 -1.29126 -0.001
C 3.63036 -1.73936 -2.57128 -0.001
C 2.35861 -1.17340 -2.45428 0.001
C 1.37480 -0.90383 -3.54848 -0.001
N 2.07728 -0.95739 -1.16375 0.002
N 4.87164 -1.15509 1.31443 0.000
C 5.81256 -2.14759 1.36968 0.000
C 7.04382 -1.56239 1.34105 0.000
C 6.78447 -0.17163 1.23807 0.000
C 7.77830 0.94408 1.14399 0.000
N 5.48651 0.05723 1.21138 0.000
H 0.46539 3.45990 2.58823 0.000
H -0.77448 2.22233 2.62589 0.001
H -0.16826 2.84259 1.08462 0.001
H 2.52670 2.58741 3.56001 0.000
H 4.17035 0.51162 2.96447 0.000
H 4.29050 -2.76984 3.45710 0.000
H 3.13205 -5.21838 3.77424 0.000
H 0.63438 -6.20490 2.53424 0.000
H 1.51347 -6.28454 1.01235 0.000
H 0.11004 -5.24181 1.11861 0.000
H 5.02266 -2.25487 -0.93321 0.000
H 4.14035 -2.02101 -3.47945 0.000
H 1.85810 -0.37149 -4.37056 0.000
H 0.56128 -0.29576 -3.20497 0.000
H 0.98062 -1.83786 -3.94942 0.000
H 5.53971 -3.19014 1.41619 0.000
H 8.00263 -2.05689 1.39097 0.000
H 8.73163 0.64369 1.57603 0.000
H 7.41143 1.83057 1.65893 0.000
H 7.94857 1.20936 0.09916 0.000
Se -3.66324 -2.68235 -4.53313 0.601
Sb -2.50591 -3.48580 -2.60365 0.109
Se -1.27577 -1.74184 -1.33420 -0.063
Se 0.29478 -2.39173 0.41095 -0.091
Se -3.94526 -4.95822 -1.38576 0.081
S -0.21895 5.06356 -5.58586 0.001
C 0.01852 4.42941 -4.10282 0.000
S 0.84671 2.89642 -3.89215 0.001
C 0.46035 2.93180 -2.20235 0.005
N -0.16842 3.97648 -1.81143 0.000
N -0.38467 4.85123 -2.85040 0.000
C -0.99374 6.12212 -2.51137 0.000
C -0.84305 7.24490 -3.31150 0.000
C -1.46022 8.43309 -2.93839 0.000
C -2.20417 8.51154 -1.77370 0.000
C -2.31488 7.39399 -0.95803 0.000
C -1.71265 6.20095 -1.32477 0.000
S 0.97713 1.65526 -1.11811 0.026
H -0.25011 7.21633 -4.20950 0.000
H -1.34461 9.30410 -3.57049 0.000
H -2.68874 9.43961 -1.49568 0.000
H -2.87169 7.44332 -0.02990 0.000
H -1.79551 5.33548 -0.69145 0.000
C -5.24976 -0.48811 -1.49960 0.002
C -4.89192 0.21350 -0.21012 0.000
O -3.46304 0.12014 0.05802 -0.004
P -2.46768 1.37403 0.06064 0.003
O -1.30050 0.62669 0.90203 0.017
Te -3.41745 3.35492 0.63513 0.001
O -1.85396 1.19895 -1.48851 -0.002
C -2.57679 1.86222 -2.58982 0.000
C -2.27287 1.14081 -3.86795 0.000
H -6.23786 -0.14131 -1.81473 0.000
H -5.30189 -1.57279 -1.40467 0.001
H -4.54082 -0.24021 -2.29253 0.001
H -5.38406 -0.23932 0.65008 0.000
H -5.15995 1.26386 -0.24188 0.000
H -2.24376 2.89642 -2.60156 0.000
H -3.63755 1.83354 -2.34864 0.000
H -1.22702 1.24845 -4.15100 0.000
H -2.88868 1.57082 -4.66192 0.000
H -2.52325 0.08383 -3.80191 0.000
N -3.74959 -4.45201 3.14232 0.000
C -2.93171 -3.61111 4.08206 0.000
C -1.85651 -2.85610 3.29911 -0.001
N -2.36332 -2.06255 2.18277 -0.002
C -3.25262 -2.86486 1.35717 0.000
C -4.38253 -3.56135 2.10473 0.000
H -4.45959 -4.98052 3.64781 0.000
H -3.16354 -5.13076 2.65541 0.000
H -2.47289 -4.24092 4.84245 0.000
H -3.60657 -2.91239 4.57270 0.000
H -1.14222 -3.58194 2.88862 -0.001
H -1.31779 -2.21360 3.99234 0.000
H -2.84654 -1.23865 2.52204 0.000
H -2.64463 -3.63101 0.86518 0.000
H -3.68902 -2.24221 0.57918 0.000
H -4.94800 -4.15369 1.39280 0.001
H -5.03570 -2.85649 2.61384 0.000
```

Computed properties:
Total charge: +2
HOMO energy (alpha / beta) in eV: -11.78 / -11.78
Spin multiplicity: 2
ΔE to the lowest compared entry with this formula, charge and spin in kcal per mole: 84.2
HOMO-LUMO gap (alpha / beta) in eV: 4.2561 / 4.4239

3.
The following is a quantum chemistry calculation of a molecular structure, C32H46BrN3OsP2 at a distorted geometry, from OMol25.

Geometry as XYZ:
```
85
Properties=species:S:1:pos:R:3:lowdin_spin:R:1
N 9.59694 1.38304 -5.30710 0.359
C 9.72641 0.78718 -4.11636 0.151
C 8.63625 0.52995 -3.26699 0.171
C 7.33935 0.95032 -3.65164 -0.005
C 7.23065 1.60331 -4.90060 0.193
C 8.38001 1.77401 -5.69473 0.142
C 6.15712 0.70224 -2.83625 0.038
Os 0.35707 0.53442 -0.12656 1.328
P -4.59532 -3.40654 -1.88675 0.622
C 4.88625 0.93811 -3.24544 -0.036
C 3.72859 0.52899 -2.48659 0.035
C 2.56378 0.10814 -3.17594 0.007
C 1.54102 -0.52844 -2.47087 0.051
C 1.64538 -0.50467 -1.07841 0.088
C 2.78631 -0.14582 -0.34137 0.074
C 3.82299 0.43812 -1.08002 -0.001
Br -0.78591 -1.70933 -0.13221 0.068
H 6.37047 0.22197 -1.87557 0.002
H 4.71848 1.36587 -4.23691 -0.002
H 8.80341 0.01043 -2.32430 0.008
H 6.27658 1.96403 -5.28388 0.009
H 10.73164 0.48226 -3.81779 0.011
H 8.29919 2.23452 -6.68478 0.010
H 2.51629 0.21461 -4.26790 0.000
H 4.74145 0.79825 -0.60201 0.000
H 0.70222 -1.06886 -2.91712 0.005
H 2.94193 -0.49866 0.68167 0.003
P -0.80795 2.03892 -1.16567 0.066
C -3.00515 -4.21819 -1.45253 0.089
C -3.01517 -5.65991 -1.95995 0.013
H -2.88884 -4.17305 -0.36195 0.001
H -2.19663 -3.63140 -1.90317 0.016
H -2.22092 -6.24257 -1.48467 0.000
H -3.97274 -6.13618 -1.72159 0.005
H -2.86503 -5.70564 -3.04447 0.000
C -4.10727 -2.52819 -3.42567 0.091
C -5.32060 -2.18126 -4.28811 0.010
H -3.43307 -3.21037 -3.95956 0.000
H -3.53471 -1.63746 -3.13699 0.017
H -5.00798 -1.86300 -5.28724 0.000
H -5.97667 -3.05106 -4.39847 0.004
H -5.90689 -1.36695 -3.85237 0.000
C -4.72381 -2.04976 -0.64462 0.097
C -5.54128 -2.50278 0.57226 0.010
H -5.21227 -1.20510 -1.15665 0.000
H -3.70100 -1.75223 -0.37077 0.017
H -5.73355 -1.65931 1.24701 0.000
H -6.51122 -2.90104 0.24605 0.003
H -5.02506 -3.28871 1.14195 0.000
C -2.08127 2.80531 -0.08000 0.031
C -2.05046 4.32056 0.13911 0.005
H -1.97468 2.25986 0.88104 0.003
H -3.04495 2.49557 -0.52263 0.002
H -1.18221 4.63717 0.72908 0.000
H -2.07511 4.88547 -0.79974 0.000
H -2.94106 4.60982 0.71205 0.001
C -1.75863 1.33586 -2.56864 0.011
C -1.26920 1.75651 -3.95039 0.000
H -2.80893 1.62063 -2.40822 0.001
H -1.70502 0.23992 -2.43967 0.001
H -1.27235 2.84873 -4.07642 0.000
H -0.25594 1.37919 -4.14130 0.000
H -1.93028 1.33016 -4.71670 0.000
C 0.39021 3.28196 -1.78301 0.001
C 1.49402 3.56777 -0.76819 0.025
H -0.15623 4.19864 -2.05876 -0.001
H 0.80491 2.87675 -2.72770 0.000
H 2.44929 3.76066 -1.28227 0.002
H 1.27789 4.44793 -0.14179 0.001
H 1.64188 2.69482 -0.09779 0.012
N 0.71060 2.06227 3.81958 0.015
C 0.43898 2.16950 2.50891 0.029
N 0.65116 1.00156 1.90568 0.077
C 1.13024 0.08714 2.84103 0.003
C 1.34051 -1.28255 2.73366 0.004
C 1.41409 -2.00518 3.92565 0.000
C 1.38359 -1.33036 5.16039 0.001
C 1.23875 0.06544 5.25457 0.001
C 1.13154 0.75880 4.06563 0.000
H 0.58833 2.78517 4.51739 0.001
H 0.09857 3.06961 2.00519 0.002
H 1.40864 -1.74022 1.74989 0.001
H 1.50307 -3.08956 3.89587 0.000
H 1.47947 -1.90582 6.08616 0.000
H 1.19835 0.61146 6.19783 0.000
```

Computed properties:
Total charge: +4
HOMO energy (alpha / beta) in eV: -17.96 / -18.01
Spin multiplicity: 5
HOMO-LUMO gap (alpha / beta) in eV: 6.0793 / 4.3190

4.
The following is a quantum chemistry calculation of 11 unconnected molecules or ions with the total composition C32H46N10O3, from OMol25.

Geometry as XYZ:
```
91
Properties=species:S:1:pos:R:3:lowdin_charge:R:1
C -5.06119 -1.45522 -0.18562 -0.095
C -3.83901 -2.33139 -0.47182 -0.231
C -2.50248 -1.67168 -0.08695 -0.294
C -1.35303 -2.47944 -0.71215 -0.048
C -2.29612 -1.47123 1.41102 -0.030
C -1.25379 -0.79429 1.93150 -0.080
C -0.12199 -0.13381 1.18617 -0.107
C -0.51164 0.86711 0.09449 -0.238
O 0.52619 1.82638 -0.07875 -0.094
C -1.12128 -0.68409 3.41973 -0.333
O -0.02181 -0.65416 3.93764 0.083
C -2.37099 -0.64934 4.21172 0.025
C -3.41544 -1.29550 3.70756 0.028
C -3.25128 -2.04354 2.42344 -0.330
O -3.84166 -3.09485 2.29651 0.107
H -5.96841 -1.92671 -0.56986 0.076
H -4.95056 -0.51224 -0.73024 0.078
H -5.17859 -1.24319 0.87537 0.040
H -3.93705 -3.31223 -0.00770 0.104
H -3.80607 -2.51125 -1.55224 0.095
H -2.53192 -0.68990 -0.57273 0.131
H -1.63318 -2.69542 -1.74472 0.036
H -1.17373 -3.40218 -0.15857 0.081
H -0.41695 -1.92251 -0.75325 0.061
H 0.45581 0.43235 1.91850 0.092
H 0.55761 -0.89188 0.78556 0.115
H -0.65746 0.34040 -0.85325 0.089
H -1.41454 1.41846 0.36194 0.132
H 1.25030 1.37478 -0.53119 0.050
H -2.36528 -0.14585 5.17133 0.122
H -4.36549 -1.36912 4.22423 0.116
C 0.82090 2.82707 -3.95145 -0.064
C 1.10601 1.57133 -3.27958 -0.239
N 1.27764 0.56819 -2.74511 0.155
H 1.10217 2.75823 -5.00166 0.084
H -0.24210 3.05075 -3.87191 0.050
H 1.37285 3.63547 -3.47773 0.059
C 1.60659 -3.84405 4.28238 -0.066
C 1.32478 -3.75806 2.85499 -0.270
N 1.09496 -3.67335 1.73306 0.151
H 0.67209 -3.84419 4.83987 0.083
H 2.15423 -4.75967 4.49747 0.082
H 2.20057 -2.98643 4.59125 0.080
C 2.88694 1.33690 3.52192 -0.057
C 3.30616 2.12153 2.36651 -0.274
N 3.63652 2.73852 1.45531 0.135
H 1.80248 1.24339 3.53512 0.058
H 3.32080 0.34050 3.46248 0.086
H 3.21728 1.81798 4.44050 0.086
C -7.78678 -0.84448 3.34319 -0.070
C -7.41808 0.07380 2.27230 -0.287
N -7.13210 0.79366 1.42454 0.142
H -8.86978 -0.88025 3.44253 0.081
H -7.41562 -1.84291 3.11546 0.082
H -7.35544 -0.50763 4.28417 0.079
C 4.27845 -0.72784 -2.45536 -0.088
C 5.61024 -1.32032 -2.43630 -0.262
N 6.65986 -1.78681 -2.42141 0.141
H 3.64313 -1.25593 -3.16263 0.076
H 3.82875 -0.79131 -1.46690 0.077
H 4.34039 0.31776 -2.74846 0.076
C 9.39554 -3.24496 -1.54868 -0.107
C 10.72775 -3.83934 -1.52207 -0.292
N 11.77673 -4.30741 -1.50106 0.113
H 8.76301 -3.76955 -2.25989 0.067
H 8.94319 -3.30666 -0.56120 0.078
H 9.45418 -2.20113 -1.84536 0.067
C -2.92398 -3.99328 -5.21187 -0.057
C -2.42882 -2.80092 -4.53533 -0.254
N -2.04702 -1.86520 -3.98914 0.157
H -3.47012 -4.61557 -4.50520 0.085
H -3.58854 -3.70789 -6.02491 0.084
H -2.08863 -4.56182 -5.61581 0.085
C -3.26707 1.12933 -5.10996 -0.082
C -3.03579 2.46178 -4.56366 -0.281
N -2.84063 3.50505 -4.12369 0.135
H -3.77514 0.51259 -4.37109 0.069
H -3.88304 1.19930 -6.00454 0.080
H -2.31657 0.66242 -5.36229 0.066
C 0.79733 5.05047 0.93634 -0.071
C 0.53474 5.05221 -0.49614 -0.263
N 0.32834 5.05037 -1.62607 0.143
H -0.14294 4.99438 1.48190 0.088
H 1.41626 4.19448 1.19998 0.044
H 1.31225 5.96324 1.22418 0.048
C 4.36357 7.32893 2.14093 -0.065
C 3.23598 6.95076 2.98364 -0.289
N 2.34148 6.63970 3.63375 0.133
H 5.27935 7.32660 2.72860 0.082
H 4.46346 6.61688 1.32322 0.084
H 4.20226 8.32492 1.73324 0.083
```

Computed properties:
HOMO energy in eV: -9.55
Spin multiplicity: 1
HOMO-LUMO gap in eV: 8.5483